i.
This record from the OMol25 dataset describes a molecular structure, C9H11N2. The level of theory is the ωB97M-V functional and the def2-TZVPD basis.

Geometry (Å):
C: 2.884 -0.113 0.005
C: 2.235 -1.266 -0.164
C: 2.233 1.105 0.109
C: 0.820 -1.279 -0.222
C: 0.872 1.156 -0.074
C: 0.162 -0.097 -0.151
C: -0.214 2.124 -0.002
C: -1.928 -0.436 -1.275
C: -1.865 -0.563 1.436
N: -1.388 1.558 -0.060
N: -1.287 0.217 -0.151
H: 3.962 -0.179 0.317
H: 2.782 -2.141 -0.363
H: 2.756 1.989 0.335
H: 0.198 -2.161 -0.193
H: -0.134 3.269 0.064
H: -2.970 -0.145 -1.179
H: -1.547 0.288 -2.026
H: -1.455 -1.400 -1.307
H: -1.154 -0.859 2.117
H: -2.486 0.340 1.778
H: -2.477 -1.409 1.004

Summary:
Frontier orbital gap = 9.20 eV
E_HOMO = -13.611 eV
LUMO = -4.4 eV
Charge = +1

Here are the Löwdin charges for atoms 1 to 4, given in e:
1. C -0.06
2. C -0.04
3. C 0.01
4. C 0.01

ii.
This record from the OMol25 dataset describes a gas-phase ion, C9H11N2 (charge +1). The level of theory is the ωB97M-V functional and the def2-TZVPD basis.

Geometry (Å):
C: 0.219 1.337 -2.133
C: 0.222 0.052 -1.385
C: -0.790 -0.941 -1.450
C: -1.136 -1.858 -0.484
C: -0.726 -2.108 0.863
C: -0.415 -1.179 1.864
C: -0.685 0.243 1.813
C: 0.087 1.408 1.738
N: 1.444 1.538 1.379
C: 1.871 1.104 0.260
N: 1.232 0.038 -0.417
H: -0.306 1.406 -3.093
H: 1.223 1.712 -2.300
H: -0.293 2.132 -1.505
H: -1.355 -0.920 -2.416
H: -1.783 -2.603 -0.949
H: -0.897 -3.093 1.251
H: -0.032 -1.539 2.767
H: -1.676 0.365 2.027
H: -0.396 2.305 1.972
H: 2.899 1.456 -0.020
H: 1.295 -0.853 0.217

Summary:
Frontier orbital gap = 7.16 eV
E_HOMO = -13.067 eV
LUMO = -5.9 eV
Charge = +1

Here are the Löwdin charges for atoms 1 to 4, given in e:
1. C 0.00
2. C -0.18
3. C -0.02
4. C -0.01

Stability ranking, top entry: i; the second entry is 0.0243 hartree less favorable.

i.
This record from the OMol25 dataset describes a gas-phase ion, C3H5Cl2O3S (charge -1). The level of theory is the ωB97M-V functional and the def2-TZVPD basis.

Geometry (Å):
C: -0.898 -0.679 1.188
C: -0.196 -0.162 -0.168
C: -0.803 0.746 -1.149
Cl: -1.932 1.777 -0.318
O: 0.351 -1.329 -0.882
S: 1.535 -0.280 -0.140
O: 2.329 0.265 -1.221
O: 2.252 -1.122 0.781
Cl: 1.447 1.624 0.995
H: -0.918 0.273 1.692
H: -0.065 -1.383 1.661
H: -1.774 -1.065 0.883
H: -1.423 0.114 -1.836
H: 0.093 1.222 -1.486

Summary:
Frontier orbital gap = 8.35 eV
E_HOMO = -5.064 eV
LUMO = 3.3 eV
Charge = -1

Here are the Löwdin charges for atoms 1 to 4, given in e:
1. C -0.05
2. C -0.77
3. C -0.59
4. Cl 0.59

ii.
This record from the OMol25 dataset describes a gas-phase ion, C3H5Cl2O3S (charge -1). The level of theory is the ωB97M-V functional and the def2-TZVPD basis.

Geometry (Å):
C: -0.686 -0.812 1.083
C: -0.086 0.295 0.173
Cl: 0.215 1.789 1.145
C: -0.875 0.637 -1.043
Cl: -2.486 1.221 -0.657
S: 1.669 -0.235 -0.295
O: 2.202 0.810 -1.117
O: 1.387 -1.507 -0.995
O: 2.266 -0.315 0.987
H: -0.230 -0.607 2.053
H: -0.453 -1.866 0.869
H: -1.709 -0.595 1.132
H: -0.958 -0.118 -1.826
H: -0.256 1.303 -1.509

Summary:
Frontier orbital gap = 8.70 eV
E_HOMO = -5.484 eV
LUMO = 3.2 eV
Charge = -1

Here are the Löwdin charges for atoms 1 to 4, given in e:
1. C -0.13
2. C -0.92
3. Cl 0.62
4. C -0.66

Stability ranking, top entry: ii; the second entry is 0.0976 hartree less favorable.

i.
This record from the OMol25 dataset describes a molecular structure, C4H6BrNO2. The level of theory is the ωB97M-V functional and the def2-TZVPD basis.

Geometry (Å):
C: 0.431 0.378 0.498
C: -1.485 0.516 0.917
C: 1.016 -0.816 -1.492
C: 0.766 -0.966 -0.038
N: -1.676 1.821 0.995
O: 1.126 1.283 0.819
O: -2.047 -0.471 1.202
Br: 2.227 -1.959 0.999
H: 0.229 -0.170 -1.910
H: 0.846 -1.819 -1.908
H: 2.054 -0.443 -1.775
H: -0.005 -1.741 0.168
H: -0.870 2.224 0.437
H: -2.613 2.161 1.086

Summary:
Frontier orbital gap = 8.96 eV
E_HOMO = -8.776 eV
LUMO = 0.2 eV

Here are the Löwdin charges for atoms 1 to 4, given in e:
1. C -0.33
2. C -0.44
3. C -0.13
4. C -0.67

ii.
This record from the OMol25 dataset describes C4H6BrNO2 in the gas phase. The level of theory is the ωB97M-V functional and the def2-TZVPD basis.

Geometry (Å):
C: -0.472 -0.551 -1.833
C: -0.050 -1.064 0.656
C: -1.371 -0.661 1.188
C: 0.039 -0.085 -0.524
N: 0.605 1.149 -0.355
O: -0.348 0.245 -2.883
O: -0.829 -1.705 -1.871
Br: -1.488 0.779 2.455
H: 0.751 -0.958 1.237
H: -0.190 -2.074 0.332
H: -2.201 -0.837 0.417
H: 0.492 0.837 -2.712
H: 1.194 1.146 0.530
H: -0.061 1.868 -0.289

Summary:
Frontier orbital gap (alpha / beta) = 7.94 / 7.98 eV
E_HOMO (alpha / beta) = -8.098 / -8.331 eV
LUMO (alpha / beta) = -0.2 / -0.4 eV

Here are the Löwdin charges for atoms 1 to 4, given in e:
1. C -0.54
2. C -0.26
3. C -0.51
4. C -0.24

Stability ranking, top entry: i; the second entry is 0.0578 hartree less favorable.

i.
This record from the OMol25 dataset describes C4HNO in the gas phase. The level of theory is the ωB97M-V functional and the def2-TZVPD basis.

Geometry (Å):
O: -2.204 -0.643 0.979
C: -1.655 -0.028 0.099
C: -0.212 -0.001 0.002
C: 0.978 -0.110 0.110
C: 2.994 0.408 -0.667
N: 2.317 -0.163 0.139
H: -2.218 0.537 -0.662

Summary:
Frontier orbital gap = 10.14 eV
E_HOMO = -10.761 eV
LUMO = -0.6 eV

Here are the Löwdin charges for atoms 1 to 4, given in e:
1. O 0.07
2. C -0.28
3. C 0.05
4. C -0.13

ii.
This record from the OMol25 dataset describes C4HNO in the gas phase. The level of theory is the ωB97M-V functional and the def2-TZVPD basis.

Geometry (Å):
C: -1.153 1.511 0.214
C: -0.247 0.718 0.188
C: 0.818 -0.260 0.160
O: 1.924 -0.085 0.614
C: 0.451 -1.544 -0.473
N: 0.161 -2.557 -0.951
H: -1.955 2.218 0.249

Summary:
Frontier orbital gap = 10.34 eV
E_HOMO = -11.673 eV
LUMO = -1.3 eV

Here are the Löwdin charges for atoms 1 to 4, given in e:
1. C 0.18
2. C -0.03
3. C -0.42
4. O 0.14

Stability ranking, top entry: ii; the second entry is 0.0561 hartree less favorable.

i.
This record from the OMol25 dataset describes 2 unconnected molecules or ions with the total composition C11H14N3. The level of theory is the ωB97M-V functional and the def2-TZVPD basis.

Geometry (Å):
C: -3.784 -0.411 1.080
C: -2.522 0.179 1.036
C: -4.362 -0.771 -0.134
C: -2.535 -0.269 -1.330
C: -1.783 0.023 -0.147
C: 0.164 3.274 0.938
C: -0.360 0.090 -0.373
C: 1.943 -0.469 0.109
C: 0.859 2.994 -0.007
C: 2.746 -1.262 1.222
C: 3.389 -0.566 -1.676
N: -3.747 -0.743 -1.323
N: 2.186 -0.290 -1.112
N: 0.576 -0.321 0.506
H: -4.476 -0.293 1.894
H: -2.042 0.497 1.941
H: -5.385 -1.145 -0.144
H: -2.049 -0.082 -2.314
H: -0.629 3.891 1.391
H: 0.019 0.271 -1.368
H: 1.462 2.580 -0.673
H: 2.115 -1.654 2.134
H: 3.611 -0.603 1.508
H: 3.048 -2.289 0.930
H: 3.936 0.310 -2.156
H: 4.078 -0.844 -0.938
H: 3.217 -1.325 -2.408
H: 0.328 -0.774 1.413

Summary:
Frontier orbital gap = 8.14 eV
E_HOMO = -13.444 eV
LUMO = -5.3 eV
Charge = +1

Here are the Löwdin charges for atoms 1 to 4, given in e:
1. C -0.02
2. C 0.02
3. C -0.08
4. C -0.07

ii.
This record from the OMol25 dataset describes a gas-phase ion, C11H14N3 (charge +1). The level of theory is the ωB97M-V functional and the def2-TZVPD basis.

Geometry (Å):
C: -0.357 -2.522 -0.738
N: -0.029 -2.005 0.571
C: -0.052 -0.656 0.909
C: 1.065 0.143 0.463
C: 1.132 1.504 0.652
C: 2.399 2.199 0.338
C: 3.469 1.447 -0.257
C: 3.242 0.124 -0.329
N: 2.138 -0.518 0.013
N: -1.530 0.209 0.294
C: -2.676 0.425 1.032
C: -3.635 0.903 0.127
C: -2.994 0.934 -1.094
C: -1.724 0.440 -1.001
H: -1.374 -2.772 -0.873
H: 0.069 -2.016 -1.477
H: 0.182 -3.378 -0.898
H: -0.585 -2.551 1.234
H: -0.326 -0.479 1.907
H: 0.312 1.935 1.143
H: 2.486 3.282 0.568
H: 4.344 2.021 -0.459
H: 4.086 -0.365 -0.813
H: 2.142 -1.492 0.086
H: -2.663 0.207 2.045
H: -4.658 1.193 0.310
H: -3.609 1.280 -1.963
H: -0.852 0.509 -1.791

Summary:
Frontier orbital gap = 6.13 eV
E_HOMO = -10.927 eV
LUMO = -4.8 eV
Charge = +1

Here are the Löwdin charges for atoms 1 to 4, given in e:
1. C -0.06
2. N -0.03
3. C -0.12
4. C -0.18

Stability ranking, top entry: ii; the second entry is 0.0663 hartree less favorable.

i.
This record from the OMol25 dataset describes C16H32O in the gas phase. The level of theory is the ωB97M-V functional and the def2-TZVPD basis.

Geometry (Å):
C: -2.737 -0.853 0.843
C: -2.983 -1.567 2.167
C: -1.805 -2.421 2.642
C: -0.533 -1.616 2.944
C: 0.480 -1.654 1.801
C: 1.643 -0.690 2.026
C: 2.599 -0.686 0.835
C: 3.650 0.424 0.890
C: 3.107 1.847 0.724
C: 2.340 2.073 -0.587
C: 0.823 2.042 -0.398
C: 0.044 2.039 -1.715
C: 0.076 0.676 -2.406
C: -0.731 0.633 -3.704
C: -2.242 0.658 -3.475
C: -2.779 -0.606 -2.872
O: -2.158 -1.602 -2.636
H: -2.460 -1.564 0.068
H: -3.641 -0.336 0.524
H: -1.946 -0.114 0.940
H: -3.219 -0.827 2.936
H: -3.855 -2.217 2.058
H: -1.584 -3.178 1.887
H: -2.122 -2.947 3.546
H: -0.805 -0.579 3.155
H: -0.054 -2.010 3.843
H: 0.866 -2.671 1.695
H: -0.016 -1.397 0.864
H: 2.186 -0.970 2.932
H: 1.243 0.313 2.184
H: 3.114 -1.649 0.798
H: 2.025 -0.595 -0.088
H: 4.380 0.243 0.097
H: 4.181 0.364 1.843
H: 2.463 2.099 1.569
H: 3.962 2.526 0.765
H: 2.643 1.316 -1.312
H: 2.611 3.045 -1.007
H: 0.532 2.919 0.187
H: 0.538 1.159 0.173
H: 0.454 2.799 -2.385
H: -0.992 2.312 -1.500
H: 1.110 0.419 -2.641
H: -0.306 -0.087 -1.726
H: -0.486 -0.287 -4.238
H: -0.448 1.477 -4.336
H: -2.533 1.489 -2.828
H: -2.769 0.802 -4.423
H: -3.867 -0.551 -2.657

Summary:
Frontier orbital gap = 10.80 eV
E_HOMO = -9.826 eV
LUMO = 1.0 eV

Here are the Löwdin charges for atoms 1 to 4, given in e:
1. C -0.12
2. C -0.27
3. C -0.22
4. C -0.21

ii.
This record from the OMol25 dataset describes C16H32O in the gas phase. The level of theory is the ωB97M-V functional and the def2-TZVPD basis.

Geometry (Å):
C: 3.849 2.289 0.016
C: 2.418 2.551 0.472
C: 1.395 2.147 -0.587
C: -0.038 2.416 -0.134
C: -1.059 1.993 -1.189
C: -2.509 2.133 -0.718
C: -2.946 1.084 0.307
C: -3.119 -0.306 -0.301
C: -3.576 -1.358 0.711
C: -2.561 -1.711 1.803
C: -1.253 -2.318 1.276
C: -0.117 -1.299 1.185
C: 1.198 -1.888 0.675
C: 1.136 -2.321 -0.790
C: 2.523 -2.700 -1.313
C: 3.418 -1.500 -1.399
O: 4.533 -1.421 -0.968
H: 4.556 2.613 0.777
H: 4.011 1.230 -0.168
H: 4.062 2.833 -0.902
H: 2.223 1.995 1.392
H: 2.299 3.614 0.698
H: 1.510 1.082 -0.804
H: 1.594 2.697 -1.511
H: -0.218 1.878 0.798
H: -0.159 3.481 0.075
H: -0.918 2.613 -2.078
H: -0.869 0.959 -1.487
H: -3.171 2.068 -1.586
H: -2.636 3.128 -0.284
H: -2.221 1.047 1.120
H: -3.901 1.394 0.738
H: -2.191 -0.637 -0.766
H: -3.871 -0.245 -1.093
H: -4.491 -1.004 1.194
H: -3.828 -2.273 0.168
H: -3.045 -2.431 2.468
H: -2.339 -0.826 2.401
H: -1.436 -2.762 0.297
H: -0.933 -3.122 1.943
H: 0.055 -0.883 2.181
H: -0.409 -0.477 0.532
H: 1.981 -1.133 0.783
H: 1.480 -2.743 1.293
H: 0.734 -1.505 -1.396
H: 0.471 -3.179 -0.898
H: 2.985 -3.458 -0.679
H: 2.433 -3.101 -2.327
H: 2.950 -0.643 -1.927

Summary:
Frontier orbital gap = 10.71 eV
E_HOMO = -9.795 eV
LUMO = 0.9 eV

Here are the Löwdin charges for atoms 1 to 4, given in e:
1. C -0.11
2. C -0.27
3. C -0.23
4. C -0.22

Stability ranking, top entry: ii; the second entry is 0.0048 hartree less favorable.

i.
This record from the OMol25 dataset describes C5H10N2O4 in the gas phase. The level of theory is the ωB97M-V functional and the def2-TZVPD basis.

Geometry (Å):
O: -2.505 -1.338 -0.647
C: -2.101 -0.451 0.070
C: -0.914 -0.779 1.061
C: 0.181 -1.595 0.338
C: 0.867 -0.873 -0.850
C: 1.357 0.499 -0.549
O: 0.609 1.491 -0.545
N: 2.638 0.679 -0.103
O: 3.261 -0.411 0.523
N: -2.351 0.859 -0.103
O: -1.627 1.798 0.602
H: -1.370 -1.163 1.949
H: -0.461 0.178 1.482
H: 0.970 -1.748 1.118
H: -0.231 -2.524 -0.036
H: 1.622 -1.509 -1.233
H: 0.126 -0.775 -1.591
H: 2.788 1.486 0.490
H: 3.990 -0.799 0.004
H: -2.889 1.217 -0.888
H: -0.790 1.755 0.260

Summary:
Frontier orbital gap = 9.83 eV
E_HOMO = -9.450 eV
LUMO = 0.4 eV

Here are the Löwdin charges for atoms 1 to 4, given in e:
1. O 0.05
2. C -0.47
3. C -0.08
4. C -0.15

ii.
This record from the OMol25 dataset describes C5H10N2O4 in the gas phase. The level of theory is the ωB97M-V functional and the def2-TZVPD basis.

Geometry (Å):
N: 1.195 0.551 2.105
C: 0.318 1.217 1.153
C: 0.214 2.767 1.278
O: -0.612 3.394 0.293
C: 0.893 0.800 -0.223
O: 1.888 1.260 -0.770
N: 0.351 -0.305 -0.810
C: -0.749 -1.157 -0.274
C: -0.856 -2.594 -0.889
O: -0.267 -2.972 -1.879
O: -1.930 -3.291 -0.443
H: 2.184 0.443 1.656
H: 1.016 -0.552 2.297
H: -0.763 0.973 1.142
H: -0.306 3.062 2.253
H: 1.171 3.230 1.258
H: -1.492 3.056 0.559
H: 0.769 -0.652 -1.610
H: -1.708 -0.648 -0.375
H: -0.513 -1.160 0.706
H: -2.738 -2.810 -0.821

Summary:
Frontier orbital gap = 9.43 eV
E_HOMO = -9.572 eV
LUMO = -0.1 eV

Here are the Löwdin charges for atoms 1 to 4, given in e:
1. N 0.03
2. C -0.33
3. C -0.22
4. O -0.06

Stability ranking, top entry: ii; the second entry is 0.0472 hartree less favorable.